Formula: C5H10N2
Source: OMol25
Level of theory: the ωB97M-V functional and the def2-TZVPD basis

```
17
Properties=species:S:1:pos:R:3:forces:R:3:nbo_charge:R:1
C 1.319925 1.184537 -1.267932 -0.103 0.360 0.093 -0.6234
C 1.226213 -0.281909 -0.970251 0.307 0.080 -0.149 -0.0609
N 1.074485 -0.568706 0.435858 0.380 -0.594 0.446 -0.6429
C 0.017969 -0.984688 -0.475265 -0.198 0.017 -0.048 -0.0870
C -1.281384 -0.366441 -0.030646 -0.133 -0.194 -0.037 -0.1213
C -1.608831 -0.737594 1.360137 -0.249 -0.313 0.190 -0.2570
N -1.171392 0.612433 1.038325 -0.287 0.340 0.205 -0.5934
H 0.642313 1.674600 -0.557120 0.140 0.150 -0.375 0.2273
H 1.041544 1.469017 -2.295349 0.141 -0.220 0.348 0.2143
H 2.337846 1.540647 -1.043070 -0.299 -0.071 -0.214 0.2136
H 1.855273 -0.980958 -1.511398 0.283 0.283 -0.243 0.1867
H 1.643287 -1.243672 0.926546 0.133 -0.355 -0.616 0.3754
H -0.021611 -2.014132 -0.850408 -0.143 0.166 0.490 0.1994
H -2.129038 -0.195775 -0.690770 0.434 -0.128 -0.270 0.2095
H -2.641053 -0.888697 1.640274 -0.096 0.223 0.126 0.1944
H -0.909393 -1.396869 1.868912 -0.022 0.094 -0.035 0.1828
H -0.170845 0.643638 1.254406 -0.289 0.163 0.088 0.3827
```
Positions in Å, forces in eV/Å.

HOMO-LUMO gap: 0.368 Eh